Entry from the OMol25 dataset: a cluster of 10 separate species, C31H88N6O10 in total in a non-equilibrium geometry (the ωB97M-V functional and the def2-TZVPD basis).

The geometry in XYZ format:
```
135
C31H88N6O10 (the ωB97M-V functional and the def2-TZVPD basis)
O -5.87989 -3.32543 5.68932
O -8.08565 4.52395 0.60184
O -0.29275 1.79003 -1.83902
O 7.75737 -1.76111 1.76695
O 1.74122 -3.87886 -8.69682
O -2.86099 8.17519 2.34292
O 2.14974 -2.25785 5.75245
O -3.27673 2.12730 -6.24892
O 0.34475 -5.63782 -0.53844
O 5.76215 4.64200 -4.19028
N 8.03973 -4.60661 1.35339
N 5.40264 -3.11003 7.40822
N 0.81282 -5.65069 -10.66521
N -2.86348 4.58343 1.84875
N -3.31142 -0.85999 5.15860
N -11.08635 5.44650 2.48900
C -7.69693 3.47312 -0.31326
C -2.40485 4.03462 -7.23504
C -2.75449 6.99680 1.56632
C 9.08706 -3.74729 1.86109
C 0.70574 -5.96105 -9.26254
C -3.36637 9.29975 1.66366
C 1.82960 -6.80555 -8.90220
C 3.20355 -2.30347 6.75373
C -4.60441 -2.74148 5.86284
C 6.25100 3.00565 -5.80932
C -4.39599 -2.31266 3.42063
C 3.86081 -4.71788 6.36292
C 6.77875 4.21174 -5.05572
C 7.40069 -0.58843 1.06065
C -1.35081 5.74245 3.18750
C 8.92442 -2.30200 1.24695
C 1.66369 -5.58494 -0.97255
C 4.31361 -3.26557 6.41299
C 2.56109 -1.96254 4.34338
C -6.21460 -4.41215 6.52226
C 2.00312 -4.23917 -1.54395
C -4.45446 -1.69621 4.82229
C -9.35117 4.27748 1.30732
C -8.80421 6.19449 2.96686
C 1.08860 2.01881 -1.57030
C 0.63073 -4.67757 -8.37636
C -3.66336 3.40434 -6.61387
C -9.78867 5.61757 1.91925
C -2.66347 5.79784 2.51971
C 1.54148 -2.54533 -8.26875
C 10.44842 -4.36671 1.44909
H -4.49797 3.30676 -7.30813
H 10.66627 -4.40162 0.38165
H -5.45481 -5.16286 6.73960
H -3.20390 10.18117 2.28398
H -3.83394 4.47400 1.59120
H 9.70337 -1.57274 1.46945
H 8.79813 -2.45202 0.17472
H -1.55303 3.98937 -6.55646
H 7.77844 -5.30609 2.03351
H 1.68899 1.40232 -2.23930
H 2.45833 -1.98205 -8.44250
H 1.41152 1.82682 -0.54709
H 8.24259 -0.00668 0.68534
H 5.08523 -3.01341 8.36217
H 3.37445 -1.23739 4.36961
H 6.78946 0.08283 1.66391
H -8.64784 5.37059 3.66318
H 3.37376 -5.00842 7.29376
H -8.40468 3.36387 -1.13500
H -2.71786 3.88560 2.56424
H 7.01493 4.98451 -5.78725
H 0.76661 -4.91716 -7.32174
H -10.12832 3.93032 0.62644
H 7.20865 -4.03648 1.41929
H -4.44112 9.20489 1.50874
H -3.46408 5.94785 3.24402
H 1.80622 -7.66848 -9.56773
H -1.98980 7.10107 0.79658
H -9.05073 7.12789 3.47291
H 2.73359 -6.22439 -9.08429
H 4.72596 -5.33977 6.13301
H 1.66234 -4.06838 -2.56513
H -4.53108 -2.37120 6.88540
H 10.63661 -5.34963 1.88100
H -5.29047 -2.84538 3.09779
H -3.35324 -0.41183 6.06276
H 1.35544 3.03530 -1.85951
H 5.73646 -4.06178 7.46160
H -1.21667 6.60511 3.84013
H 3.08157 -4.08652 -1.50204
H -6.45289 -3.94767 7.47912
H -11.60863 4.81123 1.90271
H -2.80654 9.46960 0.74396
H 5.21688 3.16468 -6.11499
H -2.44414 -1.36356 5.27835
H 6.92283 -1.02660 0.18444
H -5.32933 -1.05194 4.90959
H 0.76843 -1.99392 -8.80395
H -3.58580 -3.04140 3.44568
H -0.12956 -5.37654 -10.90369
H -0.77629 2.22881 -1.13527
H 3.01098 -2.85639 3.91125
H 3.60933 -1.33727 7.05355
H 6.85874 2.80848 -6.69242
H 6.23342 2.16341 -5.11764
H -3.81411 -3.47361 5.69698
H 3.12057 -4.87001 5.57743
H 1.31666 -4.77775 -10.73020
H 2.72048 -2.64308 7.66993
H -2.09184 3.49838 -8.13090
H 2.24917 -5.87459 -0.09997
H -0.05259 -5.82618 -1.39180
H -4.23682 -1.56170 2.64678
H -3.76180 6.88992 1.16381
H 1.83549 -6.30216 -1.77516
H -7.66226 2.50539 0.18715
H 4.69002 -3.00807 5.42298
H 9.04852 -3.70378 2.94955
H 6.01008 5.51571 -3.87918
H -0.24028 -6.48024 -9.10893
H 1.32212 -2.52281 -7.20129
H 1.75770 -7.17497 -7.87924
H -9.97226 6.39473 1.17734
H -11.01450 4.98518 3.38462
H -2.74499 2.17501 -5.45108
H -9.27117 3.47644 2.04219
H -6.72623 3.67803 -0.76474
H 1.54052 -3.44554 -0.95720
H -7.86684 6.36025 2.43588
H -4.02468 4.03173 -5.79905
H -7.12206 -4.82842 6.08483
H 11.19770 -3.74601 1.94043
H 7.71697 4.05195 -4.52441
H -0.34565 -4.23951 -8.58350
H 1.75285 -1.65894 3.67805
H -0.51607 5.66983 2.49034
H -1.15783 4.85122 3.78462
H -2.59543 5.06207 -7.54505
```

HOMO-LUMO gap (eV): 9.53
Spin multiplicity: 1
HOMO energy (eV): -9.30
Energy above the lowest of the compared OMol25 structures with the same formula, charge and spin (kJ/mol): 437.1

Entry from the OMol25 dataset: a structure of composition C5H8FeO4 in a non-equilibrium geometry (the ωB97M-V functional and the def2-TZVPD basis).

The geometry in XYZ format:
```
18
C5H8FeO4 (the ωB97M-V functional and the def2-TZVPD basis)
Fe -0.35591 1.31314 -0.27320
O 3.09690 -0.28407 -1.74711
O 1.16642 1.61010 0.83911
O 1.06904 -0.17757 -0.73458
O -2.14073 1.19840 -0.34850
C 2.15074 0.39439 -1.41815
C -3.06366 0.26631 -0.22701
C 1.46424 -0.69700 0.56612
C 1.34350 0.43693 1.58919
C -3.01773 -0.99499 -0.70011
H 0.57894 0.20888 2.35193
H 2.28872 0.47555 2.15876
H 0.90307 -1.61883 0.74904
H -2.13998 -1.37528 -1.23072
H -3.88983 -1.64184 -0.59861
H 2.50489 -1.03377 0.64050
H 1.99576 1.34590 -1.96312
H -3.95439 0.57375 0.34646
```

HOMO-LUMO gap (spin up / spin down) (eV): 8.51 / 7.82
Spin multiplicity: 5
HOMO energy (spin up / spin down) (eV): -8.44 / -8.56

Entry from the OMol25 dataset: a cluster of 2 separate species, C5H12O in total in a non-equilibrium geometry (the ωB97M-V functional and the def2-TZVPD basis).

The geometry in XYZ format:
```
18
C5H12O (the ωB97M-V functional and the def2-TZVPD basis)
O 1.76259 1.11206 -2.39796
C -2.90063 -0.29525 1.48861
C -1.18173 -2.15425 2.03427
C 2.93456 1.34406 -2.50451
C -2.19761 -1.13824 2.54208
C 3.53050 2.26001 -3.53954
H -1.65155 -0.46114 3.19759
H -2.22760 0.23121 0.80956
H 4.55515 1.96224 -3.76379
H 3.58437 3.28081 -3.14958
H -3.49528 0.47636 1.97844
H -0.26861 -1.73365 1.61888
H -0.94965 -2.87932 2.80859
H 2.92543 2.27793 -4.44411
H -2.96527 -1.62039 3.14309
H 3.68495 0.88352 -1.82816
H -3.57352 -0.91133 0.88697
H -1.56609 -2.63465 1.11954
```

HOMO-LUMO gap (eV): 11.00
Spin multiplicity: 1
HOMO energy (eV): -9.98
Energy above the lowest of the compared OMol25 structures with the same formula, charge and spin (kJ/mol): 81.0

| no. | molecular weight (g mol⁻¹) |
| --- | --- |
| 1 | 705.08 |
| 2 | 187.96 |
| 3 | 88.15 |